# 1
A structure of composition C25H20BrCl3N3O3SbSe4SiTi. Source: the Open Molecules 2025 dataset; level of theory: the ωB97M-V functional and the def2-TZVPD basis.

Properties
multiplicity = 1
HOMO-LUMO gap = 5.258 eV
highest occupied orbital energy = -1.54 eV
LUMO energy = 0.137 hartree
energy relative to the best compared isomer or geometry (same formula, charge and spin) = 304.1 kJ/mol
net charge = -2

Cartesian coordinates (Å):
Ti1 1.386 0.593 -0.673
Br1 -2.712 -1.322 1.447
C1 -1.029 -2.153 1.671
C2 -0.782 -2.828 2.857
C3 0.449 -3.448 2.985
C4 1.366 -3.352 1.950
C5 1.023 -2.595 0.842
N1 -0.168 -2.014 0.691
C6 2.057 -2.299 -0.211
O1 2.881 -3.119 -0.552
O2 1.995 -1.069 -0.650
H1 -1.501 -2.804 3.661
H2 0.703 -3.959 3.905
H3 2.343 -3.810 1.993
C7 2.985 1.426 0.327
C8 3.679 1.973 1.167
C9 4.512 2.634 2.116
C10 4.395 4.016 2.305
C11 5.204 4.666 3.220
C12 6.143 3.958 3.959
C13 6.257 2.585 3.784
C14 5.453 1.926 2.869
H4 3.650 4.561 1.741
H5 5.090 5.733 3.368
H6 6.766 4.469 4.683
H7 6.972 2.024 4.374
H8 5.533 0.855 2.737
Cl1 2.143 1.366 -2.816
Si1 0.903 3.128 -1.371
Cl2 2.211 4.665 -1.968
Cl3 -0.610 3.323 -2.858
C15 -4.661 -0.300 -3.166
N2 -3.717 -0.223 -2.070
N3 -2.388 -0.487 -2.350
C16 -1.602 0.307 -1.533
O3 -0.358 0.201 -1.573
C17 -2.477 1.106 -0.766
C18 -3.746 0.784 -1.141
C19 -5.015 1.376 -0.659
C20 -1.984 -1.730 -2.892
C21 -2.797 -2.853 -2.769
C22 -2.396 -4.058 -3.323
C23 -1.172 -4.164 -3.967
C24 -0.347 -3.051 -4.049
C25 -0.754 -1.831 -3.534
H9 -4.510 -1.222 -3.721
H10 -4.541 0.545 -3.854
H11 -5.667 -0.292 -2.758
H12 -2.206 1.820 -0.009
H13 -4.898 1.580 0.410
H14 -5.852 0.691 -0.793
H15 -5.223 2.315 -1.175
H16 -3.708 -2.795 -2.191
H17 -3.037 -4.925 -3.227
H18 -0.856 -5.108 -4.392
H19 0.625 -3.126 -4.519
H20 -0.113 -0.966 -3.611
Se1 -0.221 3.352 4.415
Sb1 -1.153 1.458 3.217
Se2 0.267 0.929 1.169
Se3 -1.332 -0.487 4.700
Se4 -3.456 2.025 2.579

=====

# 2
A structure of composition C24H30AuCl3N14OS. Source: the Open Molecules 2025 dataset; level of theory: the ωB97M-V functional and the def2-TZVPD basis.

Properties
multiplicity = 3
HOMO-LUMO gap (spin up / spin down) = 6.063 / 3.167 eV
highest occupied orbital energy (spin up / spin down) = -12.34 / -12.41 eV
LUMO energy (spin up / spin down) = -0.231 / -0.340 hartree
energy relative to the best compared isomer or geometry (same formula, charge and spin) = 0.0 kJ/mol
net charge = +2

Cartesian coordinates (Å):
Au1 1.216 -1.909 -1.253
N1 -2.334 -5.515 -2.220
C1 -2.147 -4.020 -2.123
C2 -2.107 -3.381 -3.508
C3 -1.524 -1.963 -3.365
N2 -0.041 -2.081 -3.229
C4 -2.254 -1.198 -2.250
C5 -2.577 -1.936 -0.939
N3 -1.419 -2.008 -0.038
C6 -3.156 -3.334 -1.228
H1 -1.501 -5.926 -2.675
H2 -3.186 -5.783 -2.713
H3 -2.349 -5.934 -1.287
H4 -1.170 -3.943 -1.659
H5 -3.119 -3.336 -3.921
H6 -1.488 -3.958 -4.198
H7 -1.710 -1.401 -4.281
H8 0.420 -1.637 -4.014
H9 0.216 -3.070 -3.298
H10 -3.209 -0.888 -2.686
H11 -1.705 -0.284 -2.010
H12 -3.352 -1.348 -0.444
H13 -1.097 -2.956 0.118
H14 -1.621 -1.625 0.877
H15 -4.133 -3.267 -1.715
H16 -3.282 -3.863 -0.280
N4 1.488 -4.698 0.900
C7 1.832 -3.465 1.424
N5 2.119 -3.284 2.698
N6 2.371 -1.970 2.806
N7 2.245 -1.390 1.665
N8 1.901 -2.319 0.746
C8 1.122 -4.932 -0.390
N9 0.636 -6.089 -0.835
N10 0.461 -5.899 -2.151
N11 0.797 -4.705 -2.490
N12 1.204 -4.042 -1.384
H17 1.434 -5.466 1.550
Cl1 -1.271 -0.985 3.754
C9 -0.530 0.426 3.086
C10 0.713 0.830 3.549
C11 1.308 1.936 2.972
C12 0.686 2.656 1.952
C13 1.434 3.776 1.272
C14 2.510 3.230 0.323
N13 2.013 2.192 -0.558
C15 1.434 2.364 -1.797
C16 1.077 1.126 -2.222
N14 1.424 0.209 -1.254
C17 1.983 0.881 -0.268
O1 2.175 4.578 2.195
C18 1.381 5.272 3.133
C19 0.840 6.543 2.534
C20 1.682 7.635 2.160
Cl2 3.322 7.690 2.361
S1 0.814 8.967 1.484
C21 -0.637 8.110 1.685
C22 -0.473 6.835 2.251
C23 -0.573 2.236 1.537
Cl3 -1.443 3.098 0.292
C24 -1.190 1.127 2.092
H18 1.219 0.261 4.316
H19 2.290 2.245 3.310
H20 0.737 4.406 0.711
H21 3.320 2.817 0.923
H22 2.918 4.037 -0.285
H23 1.349 3.329 -2.265
H24 0.620 0.837 -3.152
H25 2.353 0.433 0.644
H26 2.026 5.509 3.980
H27 0.553 4.660 3.497
H28 -1.574 8.562 1.387
H29 -1.303 6.170 2.443
H30 -2.172 0.826 1.759

=====

# 3
An isolated molecule of C3H4ClNOS. Source: the Open Molecules 2025 dataset; level of theory: the ωB97M-V functional and the def2-TZVPD basis.

Properties
multiplicity = 1
HOMO-LUMO gap (spin up / spin down) = 7.115 / 7.112 eV
highest occupied orbital energy (spin up / spin down) = -8.13 / -8.13 eV
LUMO energy (spin up / spin down) = -0.037 / -0.037 hartree
energy relative to the best compared isomer or geometry (same formula, charge and spin) = 196.2 kJ/mol

Cartesian coordinates (Å):
C1 -1.374 0.726 -0.594
C2 1.040 0.133 -0.337
C3 0.209 0.220 0.846
N1 -1.018 0.479 0.677
O1 0.648 -0.218 2.087
S1 -0.135 0.468 -1.705
Cl1 -0.200 -1.840 -2.206
H1 -2.366 0.476 -0.942
H2 1.928 0.788 -0.012
H3 1.420 -0.966 -0.443
H4 -0.152 -0.266 2.629

=====

Please write out number 3 again, unchanged.
An isolated molecule of C3H4ClNOS. Source: the Open Molecules 2025 dataset; level of theory: the ωB97M-V functional and the def2-TZVPD basis.

Properties
multiplicity = 1
HOMO-LUMO gap (spin up / spin down) = 7.115 / 7.112 eV
highest occupied orbital energy (spin up / spin down) = -8.13 / -8.13 eV
LUMO energy (spin up / spin down) = -0.037 / -0.037 hartree
energy relative to the best compared isomer or geometry (same formula, charge and spin) = 196.2 kJ/mol

Cartesian coordinates (Å):
C1 -1.374 0.726 -0.594
C2 1.040 0.133 -0.337
C3 0.209 0.220 0.846
N1 -1.018 0.479 0.677
O1 0.648 -0.218 2.087
S1 -0.135 0.468 -1.705
Cl1 -0.200 -1.840 -2.206
H1 -2.366 0.476 -0.942
H2 1.928 0.788 -0.012
H3 1.420 -0.966 -0.443
H4 -0.152 -0.266 2.629

=====

What is the formula in the first record?
C25H20BrCl3N3O3SbSe4SiTi

=====

What is the multiplicity in the third record?
1